A cluster of 3 separate species, H6O3 in total, computed with ωB97M-V with the def2-TZVPD basis set.

```
9
Properties=species:S:1:pos:R:3:forces:R:3:lowdin_charge:R:1
O 1.007235 -0.863669 0.208249 0.264 0.025 0.008 -0.039
H 0.759073 -1.377365 0.976853 0.110 -0.188 0.322 0.060
H 0.520562 -1.261479 -0.513644 0.004 -0.194 -0.346 0.052
O -1.831394 -0.304263 0.259440 -0.443 -0.070 0.071 -0.043
H -1.686747 -1.098703 -0.254530 -0.177 -0.165 -0.129 0.023
H -1.013323 -0.176950 0.739828 0.175 0.325 0.022 0.000
O 0.410627 1.798227 -0.638716 -0.213 0.360 -0.197 -0.056
H 1.111103 2.371094 -0.326648 0.151 0.172 0.029 0.032
H 0.722864 0.913108 -0.450832 0.128 -0.264 0.220 -0.029
```
Positions in Å, forces in eV/Å.

**Kohn-Sham gap**: 11.31 eV
**Strongest force on any atom**: 0.463 eV/A
**ΔE to the lowest compared entry with this formula, charge and spin**: 0.639 eV
**Structure (SMILES)**: O.O.O
**Lowest unoccupied orbital energy**: 0.279 eV
**Net charge**: 0
**HOMO**: -11.03 eV
**Spin multiplicity**: 1

A cluster of 3 separate species, H6O3 in total at a distorted geometry, computed with ωB97M-V with the def2-TZVPD basis set.

```
9
Properties=species:S:1:pos:R:3:forces:R:3:lowdin_charge:R:1
O 2.860299 3.106632 2.303308 1.211 -1.868 1.168 -0.021
H 3.067246 2.607329 1.507764 -0.531 0.552 -0.299 0.069
H 2.447108 3.932686 2.186026 -0.960 1.035 -0.966 0.010
O 2.638352 7.355703 2.074728 -0.039 2.303 0.327 -0.093
H 2.491541 6.402699 2.084016 1.053 0.732 -0.956 0.012
H 3.310446 7.964620 1.617733 -1.245 -2.904 0.639 0.108
O 4.914500 5.057930 1.754043 -2.563 -2.557 0.572 -0.120
H 4.136572 5.643526 1.830669 1.005 0.195 -0.098 -0.027
H 4.394451 4.154665 1.945255 2.069 2.513 -0.388 0.061
```
Positions in Å, forces in eV/Å.

**Kohn-Sham gap**: 11.37 eV
**Strongest force on any atom**: 3.666 eV/A
**ΔE to the lowest compared entry with this formula, charge and spin**: 1.597 eV
**Structure (SMILES)**: O.O.O
**Lowest unoccupied orbital energy**: 0.152 eV
**Net charge**: 0
**HOMO**: -11.21 eV
**Spin multiplicity**: 1

A cluster of 3 separate species, H6O3 in total, computed with ωB97M-V with the def2-TZVPD basis set.

```
9
Properties=species:S:1:pos:R:3:forces:R:3:lowdin_charge:R:1
O -2.588281 -1.727612 0.494873 -0.212 -0.083 -0.065 -0.052
H -2.042651 -1.058772 0.081133 0.161 0.192 -0.164 0.019
H -2.094061 -1.994852 1.269833 0.093 -0.100 0.205 0.028
O 1.746019 1.969528 1.624413 0.127 0.174 0.174 -0.053
H 0.909849 1.558608 1.843973 -0.195 -0.087 0.061 0.025
H 1.945069 1.652738 0.743363 0.053 -0.124 -0.283 0.019
O 0.763769 -0.039862 -1.644047 -0.014 0.088 0.309 -0.051
H 0.438479 0.523818 -2.345967 -0.087 0.195 -0.170 0.032
H 0.921809 -0.883592 -2.067577 0.075 -0.256 -0.067 0.032
```
Positions in Å, forces in eV/Å.

**Kohn-Sham gap**: 11.83 eV
**Strongest force on any atom**: 0.322 eV/A
**ΔE to the lowest compared entry with this formula, charge and spin**: 0.541 eV
**Structure (SMILES)**: O.O.O
**Lowest unoccupied orbital energy**: 0.384 eV
**Net charge**: 0
**HOMO**: -11.45 eV
**Spin multiplicity**: 1

A cluster of 3 separate species, H6O3 in total, computed with ωB97M-V with the def2-TZVPD basis set.

```
9
Properties=species:S:1:pos:R:3:forces:R:3:lowdin_charge:R:1
O -0.003919 0.364754 -2.982959 0.284 0.184 0.281 -0.056
H -0.207438 0.901106 -2.206621 -0.182 -0.056 -0.062 0.045
H 0.783033 0.798555 -3.336326 -0.072 -0.144 -0.104 0.046
O -1.954340 0.595375 3.728036 -0.096 -0.105 -0.063 -0.060
H -1.672328 0.296033 4.597755 0.037 0.108 -0.043 0.031
H -1.633883 1.496115 3.634226 0.055 0.000 0.105 0.029
O 1.634928 -1.400645 -0.754481 -0.238 0.113 -0.464 -0.070
H 2.062376 -2.054072 -1.318361 0.077 -0.043 0.153 0.032
H 0.991569 -0.997217 -1.361266 0.133 -0.057 0.196 0.002
```
Positions in Å, forces in eV/Å.

**Kohn-Sham gap**: 12.00 eV
**Strongest force on any atom**: 0.534 eV/A
**ΔE to the lowest compared entry with this formula, charge and spin**: 0.530 eV
**Structure (SMILES)**: O.O.O
**Lowest unoccupied orbital energy**: 0.738 eV
**Net charge**: 0
**HOMO**: -11.26 eV
**Spin multiplicity**: 1

A structure of composition H6O3 at a distorted geometry, computed with ωB97M-V with the def2-TZVPD basis set.

```
9
Properties=species:S:1:pos:R:3:forces:R:3:lowdin_charge:R:1
O 1.081038 -0.025730 0.358049 0.979 1.676 -3.991 -0.253
H 0.995809 0.735313 -0.676166 0.571 -2.759 4.317 0.102
H 0.286894 0.346181 0.694805 -1.049 0.287 1.088 -0.061
O 0.211346 1.497245 -1.364666 0.573 -0.375 -1.678 0.068
H -0.250794 2.288793 -1.186567 -0.703 1.430 0.465 0.087
H -0.335287 0.912169 -1.881783 -0.430 -0.221 -0.333 0.103
O -0.506882 -2.222418 1.562006 -0.943 0.250 0.213 -0.077
H -1.263514 -1.649005 1.784751 0.502 -0.476 -0.027 0.034
H -0.218609 -1.882548 0.709571 0.500 0.188 -0.053 -0.003
```
Positions in Å, forces in eV/Å.

**Kohn-Sham gap**: 9.78 eV
**Strongest force on any atom**: 5.155 eV/A
**ΔE to the lowest compared entry with this formula, charge and spin**: 2.124 eV
**Lowest unoccupied orbital energy**: -0.096 eV
**Net charge**: 0
**HOMO**: -9.88 eV
**Spin multiplicity**: 1

A cluster of 3 separate species, H6O3 in total at a distorted geometry, computed with ωB97M-V with the def2-TZVPD basis set.

```
9
Properties=species:S:1:pos:R:3:forces:R:3:lowdin_charge:R:1
O 1.387333 -0.937000 1.503778 1.139 -3.560 -3.012 -0.085
H 1.170333 -1.725000 0.814778 0.906 2.746 2.475 0.138
H 0.532333 -0.618000 1.661778 -2.135 0.790 0.631 -0.010
O 0.494333 0.547000 -0.827222 -3.705 0.337 -6.443 0.029
H 1.067333 0.253000 -1.535222 0.044 0.008 -0.203 0.080
H 0.969333 0.535000 -0.110222 4.267 -0.207 6.441 -0.069
O -2.114667 0.281000 -0.598222 -2.679 1.470 1.986 -0.069
H -2.232667 1.113000 -0.062222 -0.970 -1.326 -0.370 0.065
H -1.273667 0.551000 -0.847222 3.134 -0.259 -1.503 -0.080
```
Positions in Å, forces in eV/Å.

**Kohn-Sham gap**: 11.52 eV
**Strongest force on any atom**: 7.728 eV/A
**ΔE to the lowest compared entry with this formula, charge and spin**: 1.263 eV
**Structure (SMILES)**: O.O.O
**Lowest unoccupied orbital energy**: 0.553 eV
**Net charge**: 0
**HOMO**: -10.96 eV
**Spin multiplicity**: 1

A cluster of 2 separate species, H6O4Si2 in total at a distorted geometry, computed with ωB97M-V with the def2-TZVPD basis set.

```
12
Properties=species:S:1:pos:R:3:forces:R:3:lowdin_charge:R:1
O -1.696638 -0.339698 -0.881212 0.900 -1.959 -2.295 -0.269
O 3.211824 -0.466937 -0.311113 -0.739 0.370 -0.736 -0.139
O 0.976981 -0.942460 0.930546 2.671 -0.073 -0.555 -0.087
O 0.721989 0.132983 -1.662616 -3.691 2.392 -5.071 -0.018
Si -1.907137 0.662735 0.321046 2.343 2.321 0.238 0.492
Si 1.558733 -0.370688 -0.486245 5.480 -2.779 5.186 0.247
H -0.860994 -0.279680 -1.400579 -1.083 -0.153 -0.111 -0.011
H 3.478137 -0.682805 0.586559 0.205 -0.139 0.479 0.036
H 0.085452 -0.852419 1.097925 -3.230 0.080 0.865 -0.065
H -3.005729 1.445980 0.120735 -2.605 0.963 0.072 -0.090
H -0.840418 1.731627 0.155555 -0.105 -0.463 0.490 -0.038
H -1.722195 -0.038640 1.529394 -0.146 -0.560 1.439 -0.059
```
Positions in Å, forces in eV/Å.

**Kohn-Sham gap (spin up / spin down)**: 6.68 / 6.29 eV
**Strongest force on any atom**: 8.040 eV/A
**ΔE to the lowest compared entry with this formula, charge and spin**: 1.521 eV
**Lowest unoccupied orbital energy (spin up / spin down)**: 0.849 / -5.177 eV
**Net charge**: 0
**HOMO (spin up / spin down)**: -5.83 / -11.47 eV
**Spin multiplicity**: 3

Q: Look up the strongest force on any atom of the fourth one.
A: 0.534 eV/A

Q: The highest ΔE to the lowest compared entry with this formula, charge and spin belongs to which entry?
A: number 5

Q: Look up the ΔE to the lowest compared entry with this formula, charge and spin of the sixth one.
A: 1.263 eV

Q: Which value of ΔE to the lowest compared entry with this formula, charge and spin does entry 1 give?
A: 0.639 eV